Record 1
A cluster of 2 separate species, C9H14 in total at a distorted geometry. Source: the OMol25 dataset; level of theory: the ωB97M-V functional and the def2-TZVPD basis.

Last column: Mulliken charge in e.
Element x y z (Å)
C 1.76 0.16 1.78  -1.349
C 1.19 -0.33 0.46  0.491
C 1.95 -0.24 -0.71  -0.443
C 1.56 -0.95 -1.84  -0.355
C 0.45 -1.78 -1.80  -0.428
C -0.42 -1.67 -0.72  -0.461
C -0.09 -0.87 0.36  -0.514
H 2.82 -0.09 1.77  0.399
H 1.30 -0.44 2.56  0.372
H 1.54 1.20 1.98  0.279
H 2.83 0.38 -0.77  0.378
H 2.18 -0.84 -2.72  0.354
H 0.29 -2.44 -2.64  0.379
H -1.39 -2.14 -0.78  0.363
H -0.75 -0.73 1.20  0.515
C -2.97 1.57 0.38  -0.334
C -2.26 2.74 1.12  -0.838
H -3.97 1.39 0.76  0.309
H -2.95 1.84 -0.67  0.236
H -2.33 0.71 0.60  -0.131
H -1.57 2.31 1.85  0.210
H -2.93 3.30 1.77  0.299
H -1.74 3.40 0.42  0.268

Computed properties:
**Relative energy (zero: lowest compared OMol25 entry of this formula, charge and spin)**: 15.4 kcal per mole
**Charge**: 0
**Structure (SMILES)**: Cc1ccccc1.CC
**Electronic energy**: -9559.5121 eV

Record 2
An isolated molecule of C6H7N at a distorted geometry. Source: the OMol25 dataset; level of theory: the ωB97M-V functional and the def2-TZVPD basis.

Last column: Mulliken charge in e.
Element x y z (Å)
C 0.15 0.21 0.72  -0.367
C -0.44 0.27 -0.50  0.473
C 0.24 1.06 -1.44  -0.367
C -0.68 -0.50 1.70  -0.246
C -1.93 -0.75 0.87  -0.178
C 1.64 0.67 -1.85  -1.044
N -1.79 -0.33 -0.30  -0.539
H 1.21 0.59 1.03  0.297
H -0.30 -1.48 1.83  0.208
H -0.94 -0.02 2.75  0.294
H -2.89 -1.21 1.18  0.391
H 1.96 -0.11 -1.27  0.440
H 2.31 1.50 -2.01  0.279
H 1.48 0.10 -2.73  0.359

Computed properties:
**Relative energy (zero: lowest compared OMol25 entry of this formula, charge and spin)**: 129.0 kcal per mole
**Charge**: 0
**Electronic energy**: -7820.0543 eV

Record 3
A structure of composition C18H48BCuF4O18S6 at a distorted geometry. Source: the OMol25 dataset; level of theory: the ωB97M-V functional and the def2-TZVPD basis.

Last column: Mulliken spin population.
Element x y z (Å)
Cu -0.96 -0.43 -1.59  0.000
B -3.34 -1.60 -4.80  -0.028
F -4.46 -2.36 -4.44  0.230
F -3.28 -1.31 -6.19  0.149
F -3.46 -0.41 -4.09  0.171
F -2.25 -2.24 -4.35  0.000
O -1.46 3.89 -0.42  0.000
S -1.43 4.97 0.59  0.000
O -0.66 4.85 1.83  0.000
O -1.09 6.38 -0.18  0.000
C -0.43 7.42 0.53  0.000
C 0.20 8.32 -0.51  0.000
C -3.19 5.39 1.00  0.000
H 0.36 6.97 1.13  0.000
H -1.13 8.06 1.07  0.000
H 1.20 8.02 -0.81  0.000
H 0.61 9.28 -0.17  0.000
H -0.38 8.46 -1.42  0.000
H -3.21 6.32 1.58  0.000
H -3.47 4.81 1.88  0.000
H -3.87 5.50 0.15  0.000
O -0.25 -5.21 -0.41  0.000
S 0.17 -6.43 0.26  0.000
O 1.32 -6.38 1.16  0.000
O -1.07 -7.18 0.95  0.000
C -1.01 -8.48 1.35  0.000
C -2.04 -8.73 2.45  0.000
C 0.65 -7.53 -1.15  0.000
H -0.04 -8.55 1.85  0.000
H -1.09 -9.16 0.50  0.000
H -1.99 -7.94 3.20  0.000
H -1.70 -9.65 2.94  0.000
H -3.04 -8.89 2.06  0.000
H 1.24 -8.21 -0.54  0.000
H 1.22 -6.87 -1.79  0.000
H -0.27 -7.84 -1.64  0.000
O 0.06 -0.68 3.00  0.000
S 0.54 -1.05 4.35  0.000
O 0.50 -2.42 4.72  0.000
O 2.04 -0.45 4.47  0.000
C 2.87 -0.87 5.53  0.000
C 3.85 0.23 5.92  0.000
C -0.27 0.10 5.63  0.000
H 3.39 -1.82 5.44  0.000
H 2.26 -1.05 6.41  0.000
H 4.30 -0.06 6.86  0.000
H 3.29 1.15 6.10  0.000
H 4.53 0.47 5.10  0.000
H -1.26 0.27 5.20  0.000
H 0.37 0.98 5.62  0.000
H -0.26 -0.37 6.61  0.000
O 3.90 -0.73 -0.98  0.000
S 5.21 -1.05 -1.38  0.000
O 5.42 -2.09 -2.45  0.000
O 6.07 0.35 -1.81  0.000
C 7.37 0.18 -2.25  0.000
C 8.39 0.71 -1.24  0.000
C 6.07 -1.48 0.28  0.000
H 7.61 0.63 -3.22  0.000
H 7.60 -0.89 -2.31  0.000
H 8.04 0.73 -0.21  0.000
H 8.54 1.74 -1.56  0.000
H 9.31 0.14 -1.43  0.000
H 5.88 -0.56 0.83  0.000
H 7.13 -1.71 0.18  0.000
H 5.46 -2.27 0.72  0.000
O 1.00 1.86 -4.77  0.190
S 1.92 2.84 -5.45  -0.040
O 3.25 2.48 -5.97  0.038
O 0.87 3.43 -6.59  0.220
C 0.49 2.63 -7.68  0.014
C 1.30 3.13 -8.84  0.054
C 2.15 4.36 -4.44  -0.005
H -0.57 2.68 -7.89  0.009
H 0.81 1.66 -7.29  -0.003
H 2.34 3.31 -8.56  -0.001
H 0.91 4.01 -9.35  -0.003
H 1.30 2.30 -9.54  0.006
H 3.07 4.79 -4.82  0.000
H 2.20 4.08 -3.38  0.000
H 1.23 4.94 -4.57  0.000
O -7.48 -1.33 0.94  0.000
S -6.31 -1.11 1.76  0.000
O -5.05 -0.78 1.04  0.000
O -6.51 0.06 2.83  0.000
C -7.62 -0.04 3.69  0.000
C -8.54 1.00 3.06  0.000
C -5.89 -2.55 2.95  0.000
H -7.43 0.17 4.74  0.000
H -8.20 -0.96 3.82  0.000
H -9.27 1.35 3.79  0.000
H -9.16 0.71 2.22  0.000
H -7.93 1.83 2.69  0.000
H -5.66 -2.05 3.89  0.000
H -5.05 -3.04 2.46  0.000
H -6.81 -3.11 3.11  0.000

Computed properties:
**Relative energy (zero: lowest compared OMol25 entry of this formula, charge and spin)**: 289.2 kcal per mole
**Charge**: +1
**⟨S²⟩**: 0.756
**Multiplicity**: 2
**Electronic energy**: -177481.7219 eV

Record 4
A structure of composition C4H11N2 at a distorted geometry. Source: the OMol25 dataset; level of theory: the ωB97M-V functional and the def2-TZVPD basis.

Last column: Mulliken charge in e.
Element x y z (Å)
C 1.32 -0.63 0.17  -0.412
C 1.86 0.74 0.01  -0.224
C -0.55 0.48 1.43  -0.960
C -0.78 0.15 -1.02  -0.620
N -1.47 -1.10 -1.00  -0.451
N 0.09 0.16 0.18  0.242
H 1.40 -1.30 -0.69  0.264
H 1.53 -1.16 1.10  0.321
H 2.12 1.32 0.88  0.285
H 2.01 1.16 -0.96  0.278
H -1.41 -0.19 1.57  0.368
H 0.13 0.34 2.27  0.391
H -0.91 1.51 1.43  0.326
H -1.43 1.02 -0.95  0.346
H -0.14 0.25 -1.90  0.414
H -1.32 -1.70 -1.79  0.217
H -2.44 -1.06 -0.75  0.216

Computed properties:
**Relative energy (zero: lowest compared OMol25 entry of this formula, charge and spin)**: 62.6 kcal per mole
**Charge**: +1
**Electronic energy**: -7298.2329 eV